DFT (ωB97M-V/def2-TZVPD) results for a molecular structure, C35H38BrGeIO6Yb at a distorted geometry.

```
83
Properties=species:S:1:pos:R:3:mulliken_spin:R:1
Yb 1.208 0.130 -2.257 -0.04
C 4.106 -0.581 -3.491 0.00
C 3.382 -0.100 -4.719 0.00
O 2.216 0.659 -4.291 0.00
C 2.195 2.072 -4.706 0.00
C 2.390 2.885 -3.440 0.01
O 1.307 2.546 -2.466 -0.08
C 1.365 3.182 -1.258 0.28
C 2.246 2.774 -0.172 -0.06
O 2.414 1.320 -0.245 0.04
C 3.708 0.764 -0.037 0.00
C 3.871 -0.407 -1.020 0.00
O 3.742 0.191 -2.333 0.00
H 5.184 -0.461 -3.665 0.00
H 3.916 -1.644 -3.235 0.00
H 3.021 -0.983 -5.300 0.00
H 3.986 0.532 -5.378 0.00
H 1.195 2.324 -5.142 0.00
H 3.009 2.272 -5.505 0.00
H 2.410 3.951 -3.650 0.00
H 3.332 2.586 -3.052 -0.01
H -0.419 0.609 -0.579 0.29
H 0.698 4.053 -1.063 0.02
H 1.816 2.934 0.805 0.02
H 3.260 3.217 -0.227 0.01
H 3.866 0.391 0.962 0.00
H 4.456 1.522 -0.277 0.00
H 3.068 -1.157 -0.833 0.00
H 4.862 -0.870 -0.868 0.00
Br -3.099 -7.201 -0.977 0.00
C -1.975 -5.701 -1.234 0.00
C -0.708 -6.045 -1.690 0.00
C 0.178 -5.008 -1.970 0.00
C -0.112 -3.691 -1.617 0.01
C -1.391 -3.400 -1.193 -0.02
C -2.338 -4.423 -0.963 0.00
C 0.935 -2.654 -1.661 0.00
O 1.940 -2.830 -2.407 0.00
O 0.809 -1.596 -0.893 0.03
H -0.523 -7.067 -1.939 0.00
H 1.153 -5.273 -2.376 0.00
H -1.672 -2.386 -0.903 0.00
H -3.314 -4.187 -0.549 0.00
C -1.354 0.770 -0.093 0.45
Ge -1.405 0.898 1.802 0.01
C -0.621 2.316 2.828 0.04
C -1.216 3.586 2.714 0.00
C -0.671 4.703 3.312 0.00
C 0.488 4.574 4.091 0.00
C 0.992 3.295 4.320 0.00
C 0.442 2.173 3.656 0.00
C -0.812 -0.845 2.639 -0.03
C -0.933 -1.149 3.991 0.00
C -1.027 -2.489 4.429 0.00
C -0.809 -3.500 3.472 0.00
C -0.477 -3.192 2.158 0.00
C -0.492 -1.842 1.753 -0.04
C -3.323 1.097 2.301 -0.02
C -3.792 1.678 3.462 0.00
C -5.150 1.740 3.734 0.00
C -6.052 1.154 2.852 0.00
C -5.583 0.475 1.719 0.01
C -4.230 0.353 1.535 0.01
H -2.198 0.802 -0.790 -0.01
H -2.154 3.628 2.178 0.00
H -1.222 5.667 3.218 0.00
H 0.942 5.438 4.554 0.00
H 1.865 3.135 4.941 0.00
H 0.939 1.190 3.848 0.00
H -0.942 -0.346 4.761 0.00
H -1.288 -2.666 5.450 0.00
H -0.980 -4.546 3.756 0.00
H -0.266 -3.967 1.425 0.00
H -0.248 -1.629 0.740 0.07
H -3.084 2.069 4.185 0.00
H -5.528 2.210 4.632 0.00
H -7.117 1.217 3.034 0.00
H -6.260 -0.056 1.056 0.00
H -3.840 -0.317 0.730 0.00
I -2.682 -0.354 -3.500 0.00
C -0.822 -0.177 -4.204 0.00
H -0.227 -1.042 -4.098 0.00
H -0.558 0.701 -4.780 0.00
```

## Properties
2S+1: 2
Net charge: -1
HOMO energy (alpha / beta) (Eh): -0.1032 / -0.0805
E (a.u.): -7915.0778
Orbital gap (alpha / beta) (eV): 4.945 / 4.329

DFT (ωB97M-V/def2-TZVPD) results for 2 unconnected molecules or ions with the total composition C13H24N2O12P at a distorted geometry.

```
52
Properties=species:S:1:pos:R:3:mulliken_charge:R:1
O 1.728 0.272 3.011 -0.70
O -0.761 1.482 0.299 -0.67
O -1.007 -1.639 1.972 -0.67
O 2.737 5.193 3.147 -0.71
O -1.426 -7.513 -4.752 -0.72
O 0.330 0.798 -1.489 -0.87
O -2.652 -2.231 -0.109 -0.65
O -0.386 -4.501 -0.830 -0.56
O -0.656 -1.317 -2.683 -0.64
O -1.371 -5.304 -5.802 -0.49
O 0.809 -6.533 -5.036 -0.48
O -0.787 -5.572 -3.245 -0.14
C 1.258 1.378 2.786 0.74
C 0.066 1.664 -0.618 0.57
C -0.540 -1.390 0.860 0.22
C 1.710 4.619 2.790 0.15
N 0.522 4.866 3.358 -0.05
N 1.931 2.201 1.984 0.01
C -0.035 1.782 3.455 -1.05
C 0.312 5.783 4.474 -1.02
C -0.472 -4.162 -3.191 -0.62
C 0.768 3.028 -0.710 -0.95
C -1.409 -1.548 -0.402 -0.03
C -0.954 -3.646 -1.834 0.02
C -0.562 -2.178 -1.540 0.09
C 0.664 3.888 0.564 -0.49
C 1.758 3.622 1.620 -0.23
P -0.704 -6.233 -4.719 0.75
H -2.913 -1.997 0.803 0.35
H -0.645 -5.417 -1.034 0.35
H -0.333 -0.416 -2.379 0.49
H -2.301 -5.462 -5.603 0.36
H 0.959 -7.265 -4.430 0.36
H 0.475 -1.014 0.779 0.45
H -0.272 4.356 2.998 0.26
H 2.738 1.748 1.589 0.26
H -0.537 0.875 3.788 0.33
H -0.681 2.278 2.736 0.24
H 0.181 2.415 4.310 0.34
H -0.734 5.768 4.781 0.36
H 0.590 6.794 4.172 0.31
H 0.942 5.485 5.314 0.31
H -0.970 -3.592 -3.983 0.54
H 0.608 -4.001 -3.288 0.27
H 1.822 2.893 -0.967 0.26
H 0.305 3.587 -1.526 0.38
H -1.691 -0.539 -0.710 0.28
H -2.043 -3.745 -1.832 0.20
H 0.494 -2.181 -1.244 0.34
H -0.330 3.808 1.004 0.34
H 0.777 4.928 0.254 0.43
H 2.685 3.887 1.111 0.39
```

## Properties
Energy above the lowest of the compared OMol25 structures with the same formula, charge and spin (kJ/mol): 52.7
Net charge: -1
HOMO energy (Eh): -0.2169
E (a.u.): -1863.7384
Orbital gap (eV): 8.206

DFT (ωB97M-V/def2-TZVPD) results for a molecular structure, C31H66FeN12.

```
110
Properties=species:S:1:pos:R:3:mulliken_spin:R:1
Fe -0.863 -0.679 1.191 1.05
C -3.719 2.226 -0.875 0.00
N -3.779 0.859 -1.373 -0.01
C -4.839 0.641 -2.361 0.00
C -2.997 -0.128 -0.927 0.02
N -2.518 -0.149 0.347 -0.02
C -3.456 0.308 1.395 0.01
C -3.535 -0.849 2.357 0.01
N -2.124 -1.213 2.690 -0.02
C -1.989 -2.692 2.717 0.00
C -0.534 -3.076 2.813 0.00
N 0.206 -2.225 1.867 -0.06
C 1.458 -2.519 1.572 0.01
N 2.148 -1.855 0.560 0.00
C 0.232 -2.021 -1.015 0.03
C 3.263 -1.050 1.089 0.00
N 2.189 -3.441 2.226 0.00
C 2.166 -3.621 3.681 0.00
C 3.306 -4.125 1.560 0.00
C -1.712 -0.518 3.938 0.01
C -0.255 -0.117 3.869 0.01
N -0.007 0.455 2.539 -0.05
C 0.895 1.449 2.471 0.02
N 0.794 2.418 1.543 0.01
C -0.490 2.754 0.958 0.02
C 1.957 3.016 0.891 0.00
N 1.880 1.566 3.381 0.00
C 2.524 0.429 4.028 0.00
C 2.383 2.866 3.838 0.00
N -2.777 -1.187 -1.735 0.00
C -2.890 -2.561 -1.258 0.00
C -2.660 -1.056 -3.186 0.00
H -3.541 2.900 -1.713 0.00
H -2.912 2.335 -0.165 0.00
H -4.664 2.503 -0.405 0.00
H -5.744 1.124 -1.993 0.00
H -5.041 -0.418 -2.480 0.00
H -4.583 1.079 -3.326 0.00
H -4.439 0.556 0.995 0.01
H -3.071 1.198 1.900 -0.01
H -4.002 -1.699 1.861 0.00
H -4.102 -0.636 3.264 0.00
H -2.395 -3.050 1.769 0.00
H -2.586 -3.127 3.523 0.00
H -0.402 -4.133 2.573 0.00
H -0.193 -2.935 3.837 0.00
H 0.079 0.089 -1.130 0.01
H -0.191 -2.782 -0.378 -0.01
H -0.033 -2.093 -2.056 0.00
H 3.581 -1.470 2.038 0.00
H 2.946 -0.017 1.256 0.00
H 4.118 -1.057 0.424 0.00
H 1.792 -2.727 4.176 0.00
H 3.194 -3.768 4.010 0.00
H 1.584 -4.488 3.990 0.00
H 3.149 -4.152 0.487 0.00
H 3.343 -5.145 1.938 0.00
H 4.261 -3.642 1.777 0.00
H -1.933 -1.136 4.812 0.00
H -2.315 0.387 4.011 0.00
H 0.389 -0.975 4.064 -0.01
H -0.055 0.621 4.647 0.00
H -1.266 2.687 1.718 0.00
H -0.730 2.119 0.108 0.00
H -0.443 3.785 0.608 0.00
H 2.878 2.715 1.378 0.00
H 1.884 4.103 0.926 0.00
H 1.992 2.703 -0.153 0.00
H 2.270 -0.494 3.514 0.00
H 2.243 0.353 5.079 0.00
H 3.605 0.567 3.975 0.00
H 1.731 3.666 3.501 0.00
H 3.399 3.047 3.485 0.00
H 2.398 2.861 4.928 0.00
H -3.162 -2.570 -0.206 0.00
H -1.974 -3.129 -1.410 0.00
H -3.681 -3.062 -1.819 0.00
H -2.436 -0.026 -3.446 0.00
H -3.562 -1.382 -3.706 0.00
H -1.837 -1.689 -3.520 0.00
C 1.671 -0.942 -3.155 0.00
C 2.437 -0.969 -1.819 0.00
C 3.540 -2.024 -1.992 0.00
C 2.995 0.450 -1.639 0.00
C 1.514 -1.410 -0.647 -0.01
N 0.246 -0.643 -0.430 -0.04
H 2.331 -0.514 -3.908 0.00
H 0.775 -0.317 -3.127 0.00
H 1.408 -1.941 -3.504 0.00
H 4.102 -1.800 -2.899 0.00
H 3.103 -3.017 -2.116 0.00
H 4.255 -2.070 -1.175 0.00
H 3.657 0.672 -2.477 0.00
H 3.568 0.610 -0.732 0.00
H 2.180 1.178 -1.672 0.00
C -1.137 2.815 -5.507 0.00
C -0.143 3.175 -4.393 0.00
C 1.299 2.890 -4.839 0.00
C -0.304 4.643 -3.971 0.00
C -0.435 2.322 -3.226 0.00
N -0.670 1.652 -2.319 0.00
H -0.906 3.411 -6.388 0.00
H -2.163 3.037 -5.211 0.00
H -1.063 1.762 -5.784 0.00
H 1.542 3.548 -5.672 0.00
H 1.413 1.859 -5.176 0.00
H 2.010 3.084 -4.035 0.00
H -0.087 5.277 -4.830 0.00
H 0.390 4.905 -3.173 0.00
H -1.322 4.854 -3.643 0.00
```

## Properties
Energy above the lowest of the compared OMol25 structures with the same formula, charge and spin (kJ/mol): 30.9
2S+1: 2
Net charge: +3
HOMO energy (alpha / beta) (Eh): -0.6232 / -0.6243
E (a.u.): -3140.7226
Orbital gap (alpha / beta) (eV): 7.733 / 8.566

Look up the E of the second one.
-1863.7384 a.u.

The highest net charge belongs to which entry?
C31H66FeN12

Look up the net charge of the second one.
-1